A molecular structure, C28H85B2F2N7O7Zr in a non-equilibrium geometry, computed with wB97M-V/def2-TZVPD.

Each line ends with the Löwdin charge.
Atoms and positions in Å:
Zr1 14.69 12.60 13.74  1.0684
B1 14.39 14.70 14.67  0.0284
H1 20.26 13.55 9.96  -0.1267
H2 2.93 8.12 3.54  -0.0565
H3 11.75 14.47 16.71  0.0628
H4 22.66 11.26 19.33  -0.1125
B2 16.12 11.16 15.16  0.2384
H5 17.58 5.65 12.50  0.0545
H6 11.28 16.58 18.72  0.0528
H7 7.86 17.15 4.65  -0.0679
H8 17.90 14.51 14.20  0.1007
F1 16.22 13.33 12.71  -0.5879
F2 13.27 11.48 14.48  -0.5081
C1 8.39 9.04 12.96  -0.0756
C2 8.41 9.79 11.68  -0.4656
C3 7.08 9.90 10.92  -0.1889
O1 7.41 10.59 9.71  -0.2062
C4 6.32 10.67 8.83  -0.1108
N1 8.99 11.10 11.89  0.0461
H9 8.13 7.99 12.89  0.0789
H10 7.70 9.55 13.63  0.0718
H11 9.38 9.10 13.40  0.0760
H12 9.13 9.28 11.03  0.1361
H13 6.38 10.45 11.57  0.1335
H14 6.67 8.91 10.70  0.1276
H15 6.63 11.30 8.00  0.0903
H16 5.46 11.13 9.36  0.0895
H17 5.96 9.68 8.55  0.0846
H18 8.33 11.67 12.45  0.0767
H19 9.04 11.58 11.01  0.0493
C5 11.55 6.40 11.25  -0.0534
C6 13.04 6.13 11.41  -0.4194
C7 13.78 7.41 11.33  -0.2551
O2 13.96 7.85 9.97  -0.2081
C8 15.14 7.18 9.43  -0.0758
N2 13.36 5.48 12.71  0.0559
H20 11.21 7.16 11.96  0.0769
H21 11.03 5.47 11.42  0.0694
H22 11.33 6.67 10.22  0.0824
H23 13.41 5.42 10.65  0.1434
H24 14.77 7.28 11.77  0.0900
H25 13.34 8.26 11.83  0.1103
H26 15.17 7.49 8.36  0.1016
H27 15.13 6.12 9.53  0.0717
H28 16.03 7.59 9.93  0.0800
H29 12.93 4.58 12.73  0.0656
H30 12.98 6.00 13.49  0.0477
C9 8.29 6.51 16.97  -0.0698
C10 9.32 6.23 18.04  -0.4133
C11 10.03 7.45 18.53  -0.1903
O3 10.81 8.12 17.48  -0.1991
C12 11.78 8.91 18.12  -0.1418
N3 8.70 5.46 19.20  0.0383
H31 7.75 5.62 16.76  0.0647
H32 8.67 6.92 16.07  0.0584
H33 7.55 7.25 17.31  0.0839
H34 10.08 5.59 17.57  0.1406
H35 10.76 7.10 19.34  0.1402
H36 9.36 8.22 18.95  0.1309
H37 12.64 9.11 17.44  0.0846
H38 12.09 8.55 19.09  0.0738
H39 11.30 9.86 18.39  0.0746
H40 8.29 4.60 18.85  0.0605
H41 7.95 5.92 19.69  0.0582
C13 14.33 6.30 16.27  -0.0399
C14 14.66 7.63 15.64  -0.4138
C15 15.78 7.47 14.52  -0.2251
O4 17.01 6.94 15.00  -0.2507
C16 17.54 7.74 16.08  -0.1102
N4 13.51 8.19 14.87  0.0651
H42 13.41 6.40 16.89  0.0838
H43 15.18 5.90 16.80  0.0771
H44 14.15 5.57 15.49  0.0691
H45 15.08 8.34 16.35  0.1040
H46 16.00 8.39 13.99  0.0632
H47 15.45 6.75 13.76  0.0769
H48 17.10 7.37 17.01  0.0785
H49 17.36 8.81 15.97  0.0203
H50 18.65 7.55 16.17  0.1099
H51 13.50 9.22 14.96  0.0495
H52 12.68 7.96 15.39  0.0488
C17 8.25 10.85 16.78  -0.0490
C18 7.30 12.06 16.58  -0.4151
C19 7.23 13.10 17.72  -0.1774
O5 6.78 12.53 18.99  -0.2084
C20 7.28 13.21 20.14  -0.1178
N5 7.73 12.66 15.31  0.0108
H53 7.86 10.05 17.44  0.0746
H54 9.25 11.17 17.14  0.0760
H55 8.51 10.40 15.82  0.0546
H56 6.30 11.72 16.37  0.1256
H57 6.47 13.90 17.51  0.1301
H58 8.21 13.62 17.90  0.1211
H59 6.80 12.72 20.98  0.0863
H60 7.00 14.27 20.10  0.0881
H61 8.36 13.18 20.29  0.0645
H62 8.72 12.78 15.20  0.0585
H63 7.18 13.53 15.14  0.0886
C21 12.05 13.01 10.06  -0.0430
C22 12.60 12.41 11.35  -0.3766
C23 13.69 11.42 11.06  -0.1168
O6 14.48 11.00 12.26  -0.3775
C24 15.58 10.07 11.95  -0.0246
N6 13.06 13.51 12.30  -0.0776
H64 11.88 12.23 9.27  0.1063
H65 12.72 13.74 9.67  0.0749
H66 11.05 13.44 10.16  0.0824
H67 11.85 11.87 11.94  0.1375
H68 14.43 11.70 10.29  0.1445
H69 13.25 10.48 10.63  0.1455
H70 16.05 9.87 12.91  0.0369
H71 16.34 10.52 11.32  0.1157
H72 15.31 9.16 11.47  0.0494
H73 12.20 13.90 12.75  0.1215
H74 13.57 14.35 11.90  0.1210
C25 13.37 13.91 22.97  -0.0629
C26 12.15 13.68 22.12  -0.4588
C27 12.35 12.86 20.88  -0.2272
O7 13.31 13.42 19.96  -0.2304
C28 13.82 12.52 18.97  -0.0919
N7 11.06 13.15 23.02  0.0231
H75 13.86 12.98 23.22  0.0775
H76 12.98 14.41 23.85  0.0769
H77 14.03 14.56 22.38  0.0853
H78 11.72 14.66 21.78  0.1430
H79 11.33 12.74 20.44  0.1195
H80 12.69 11.86 21.14  0.1193
H81 14.60 11.94 19.44  0.0885
H82 14.17 13.17 18.19  0.0660
H83 13.02 11.88 18.64  0.0632
H84 11.43 12.39 23.61  0.0743
H85 10.24 12.86 22.47  0.0601

Values from the calculation:
**Charge**: 0
**Gap between HOMO and LUMO**: 0.713 eV
**DFT total energy**: -63196.439 eV